Record 1
Below is a 3-piece molecular cluster, C35H71N5O5S3 overall, with properties calculated with ωB97M-V with the def2-TZVPD basis set.

SMILES string: C=CC(=O)OCCCCCC[C@@]1(CCCCN(CCCC)C(=S)SCCC)[C@H](S)NC(=O)[C@]1(N)CC.COC[C@@H](C)N.COC[C@@H](C)N
highest occupied orbital energy: -8.19 eV

Element x y z (Å)
C (4.667, 1.136, 0.411)
C (4.859, -0.281, 0.260)
C (3.818, -1.256, -0.472)
O (3.560, -2.315, 0.134)
O (3.232, -0.854, -1.698)
C (3.950, -1.371, -2.847)
C (3.138, -1.285, -4.218)
C (2.137, 0.000, -4.290)
C (0.652, -0.594, -4.334)
C (-0.499, 0.495, -4.544)
C (-0.862, 1.355, -3.245)
C (-1.791, 0.634, -2.154)
C (-2.960, 1.632, -1.711)
C (-4.320, 1.527, -2.551)
C (-5.530, 1.831, -1.502)
C (-5.850, 0.556, -0.587)
N (-7.139, -0.141, -0.908)
C (-7.233, -0.547, -2.335)
C (-8.652, -1.283, -2.644)
C (-9.534, -0.280, -3.579)
C (-8.994, -0.466, -5.077)
C (-7.146, -1.342, -0.023)
S (-7.702, -1.174, 1.563)
S (-6.621, -3.031, -0.554)
C (-5.074, -3.559, 0.333)
C (-4.246, -4.492, -0.709)
C (-4.131, -6.024, -0.191)
C (-2.019, -0.941, -2.168)
S (-2.969, -1.770, -3.522)
N (-2.601, -1.136, -0.775)
C (-1.578, -0.466, 0.076)
O (-1.336, -0.787, 1.261)
C (-0.833, 0.672, -0.826)
N (0.523, 0.019, -0.976)
C (-0.544, 2.092, -0.136)
C (0.574, 2.007, 1.045)
H (4.317, 1.561, 1.422)
H (4.894, 1.919, -0.399)
H (5.802, -0.745, 0.692)
H (4.144, -2.492, -2.645)
H (5.000, -0.899, -2.903)
H (2.489, -2.237, -4.268)
H (3.837, -1.337, -5.114)
H (2.324, 0.723, -3.429)
H (2.379, 0.568, -5.258)
H (0.607, -1.295, -5.252)
H (0.527, -1.264, -3.424)
H (-1.430, 0.054, -5.058)
H (-0.082, 1.248, -5.317)
H (0.115, 1.791, -2.831)
H (-1.455, 2.271, -3.625)
H (-2.577, 2.711, -1.852)
H (-3.248, 1.565, -0.603)
H (-4.405, 2.337, -3.359)
H (-4.549, 0.502, -2.981)
H (-6.463, 2.115, -2.087)
H (-5.253, 2.692, -0.791)
H (-5.026, -0.235, -0.557)
H (-5.957, 0.946, 0.494)
H (-7.209, 0.346, -3.064)
H (-6.345, -1.213, -2.664)
H (-8.505, -2.260, -3.229)
H (-9.273, -1.449, -1.703)
H (-9.299, 0.789, -3.222)
H (-10.651, -0.455, -3.449)
H (-9.724, -0.068, -5.854)
H (-8.672, -1.552, -5.286)
H (-8.032, 0.165, -5.171)
H (-4.437, -2.705, 0.730)
H (-5.408, -4.261, 1.181)
H (-4.698, -4.472, -1.762)
H (-3.158, -4.142, -0.836)
H (-5.133, -6.580, -0.274)
H (-3.363, -6.590, -0.837)
H (-3.754, -6.098, 0.881)
H (-1.092, -1.622, -2.085)
H (-4.331, -1.594, -3.314)
H (-2.703, -2.131, -0.536)
H (1.226, 0.698, -1.284)
H (0.789, -0.471, -0.116)
H (-1.466, 2.557, 0.375)
H (-0.100, 2.814, -0.920)
H (0.204, 1.189, 1.761)
H (1.617, 1.777, 0.656)
H (0.494, 2.994, 1.613)
C (1.116, 2.418, 5.702)
O (1.241, 3.033, 4.430)
C (2.093, 4.172, 4.404)
C (3.599, 3.842, 4.344)
C (4.177, 3.366, 5.674)
N (3.890, 2.839, 3.312)
H (1.142, 3.148, 6.517)
H (1.897, 1.668, 5.836)
H (0.156, 1.899, 5.733)
H (1.832, 4.712, 3.488)
H (1.862, 4.846, 5.238)
H (4.123, 4.767, 4.079)
H (3.931, 2.326, 5.892)
H (5.269, 3.433, 5.656)
H (3.822, 3.984, 6.503)
H (3.598, 3.206, 2.408)
H (3.258, 2.052, 3.468)
C (10.154, -1.176, 2.591)
O (8.832, -0.693, 2.419)
C (7.887, -1.212, 3.348)
C (7.909, -0.530, 4.732)
C (9.089, -0.953, 5.604)
N (7.906, 0.933, 4.613)
H (10.172, -2.218, 2.923)
H (10.698, -0.542, 3.293)
H (10.665, -1.110, 1.628)
H (6.904, -1.027, 2.900)
H (7.988, -2.301, 3.434)
H (6.997, -0.832, 5.257)
H (10.021, -0.464, 5.318)
H (8.901, -0.684, 6.648)
H (9.242, -2.035, 5.564)
H (7.061, 1.220, 4.121)
H (8.656, 1.188, 3.969)

These are the Mulliken partial charges, in e, on atoms 1 to 99:
1 C -0.362
2 C -0.416
3 C 0.360
4 O -0.555
5 O -0.031
6 C -0.629
7 C -0.790
8 C -0.298
9 C -0.577
10 C -1.096
11 C -0.688
12 C 2.461
13 C -1.577
14 C -0.212
15 C -1.260
16 C -0.148
17 N 0.050
18 C 0.140
19 C -0.353
20 C -0.622
21 C -0.836
22 C -0.094
23 S -0.170
24 S -0.135
25 C -0.461
26 C -0.118
27 C -1.254
28 C -0.364
29 S -0.215
30 N -0.040
31 C -0.108
32 O -0.701
33 C -1.011
34 N -0.005
35 C -0.549
36 C -0.870
37 H 0.202
38 H 0.262
39 H 0.435
40 H 0.359
41 H 0.319
42 H 0.331
43 H 0.333
44 H 0.167
45 H 0.437
46 H 0.331
47 H 0.246
48 H 0.245
49 H 0.502
50 H 0.268
51 H 0.447
52 H 0.552
53 H 0.414
54 H 0.511
55 H -0.112
56 H 0.369
57 H 0.453
58 H 0.121
59 H 0.300
60 H 0.197
61 H -0.430
62 H 0.282
63 H 0.332
64 H 0.317
65 H 0.349
66 H 0.308
67 H 0.243
68 H 0.202
69 H 0.320
70 H 0.413
71 H 0.273
72 H 0.167
73 H 0.274
74 H 0.357
75 H 0.342
76 H 0.379
77 H 0.077
78 H -0.053
79 H 0.212
80 H 0.329
81 H 0.363
82 H 0.217
83 H 0.230
84 H 0.072
85 H 0.290
86 C -0.726
87 O -0.252
88 C -0.740
89 C 0.150
90 C -1.517
91 N -0.563
92 H 0.320
93 H 0.256
94 H 0.245
95 H 0.331
96 H 0.458
97 H 0.412
98 H 0.283
99 H 0.370


Record 2
Below is an isolated ion of composition C2H3N6 and charge +1, with properties calculated with ωB97M-V with the def2-TZVPD basis set.

SMILES string: N#[N+][C@]1(N)N=CN=N1
highest occupied orbital energy: -15.61 eV
total charge: +1
ΔE to the lowest compared entry with this formula, charge and spin: 0.0 kcal per mole

Element x y z (Å)
N (-1.654, 0.839, -2.770)
N (-1.160, 0.348, -1.909)
C (-0.598, 0.216, -0.627)
N (0.683, 0.845, -0.548)
N (-0.557, -1.173, -0.203)
C (-1.345, -1.306, 0.772)
N (-1.988, -0.065, 1.139)
N (-1.635, 0.852, 0.461)
H (1.574, 0.452, -0.703)
H (0.816, 1.395, 0.295)
H (-1.566, -2.157, 1.450)

Formally, the Mulliken partial charges of the atoms, in units of the elementary charge, are as follows:
1 N -0.074
2 N 0.498
3 C 0.911
4 N -0.496
5 N -0.417
6 C -0.110
7 N -0.080
8 N -0.151
9 H 0.245
10 H 0.283
11 H 0.393


Record 3
Below is C3H2I3N as an isolated structure, with properties calculated with ωB97M-V with the def2-TZVPD basis set.

highest occupied orbital energy: -8.30 eV
ΔE to the lowest compared entry with this formula, charge and spin: 20.7 kcal per mole

Element x y z (Å)
C (0.059, -0.171, -0.813)
C (0.436, 0.953, 1.420)
C (-0.328, -0.890, -1.857)
N (0.475, 0.440, 0.172)
I (-0.918, -0.042, 2.922)
I (0.700, -2.706, -2.222)
I (-1.905, -0.388, -3.078)
H (0.058, 1.872, 1.459)
H (1.424, 0.933, 1.996)

Formally, the Mulliken partial charges of the atoms, in units of the elementary charge, are as follows:
1 C 0.798
2 C -0.538
3 C -0.866
4 N -0.289
5 I -0.035
6 I 0.094
7 I 0.147
8 H 0.371
9 H 0.318


Record 4
Below is a 3-piece molecular cluster, C5H12N2O overall, with properties calculated with ωB97M-V with the def2-TZVPD basis set.

highest occupied orbital energy (alpha / beta): -6.38 / -6.86 eV
ΔE to the lowest compared entry with this formula, charge and spin: 185.7 kcal per mole

Element x y z (Å)
C (-0.161, -0.284, 0.752)
C (-0.267, 0.365, -0.447)
C (-1.578, 0.715, -1.077)
N (-0.076, 2.108, 0.867)
N (1.107, 2.343, 1.572)
C (-0.179, -1.872, -1.095)
C (0.739, -2.779, -0.812)
O (0.977, -0.596, 1.365)
H (1.732, -0.372, 0.803)
H (-0.831, 2.106, 1.554)
H (-1.033, -0.576, 1.320)
H (0.640, 0.634, -0.971)
H (1.398, 1.601, 2.212)
H (1.856, 2.559, 0.928)
H (-0.896, -2.001, -1.905)
H (-2.411, 0.270, -0.532)
H (-1.690, 1.799, -1.081)
H (-1.615, 0.356, -2.105)
H (0.860, -3.709, -1.374)
H (1.428, -2.669, 0.026)

Formally, the Mulliken partial charges of the atoms, in units of the elementary charge, are as follows:
1 C -0.436
2 C 0.488
3 C -1.391
4 N -0.433
5 N -0.523
6 C -0.256
7 C -0.537
8 O -0.495
9 H 0.414
10 H 0.240
11 H 0.421
12 H 0.334
13 H 0.242
14 H 0.242
15 H 0.181
16 H 0.276
17 H 0.442
18 H 0.361
19 H 0.261
20 H 0.168


Record 5
Below is C24H66AsF6O21S9 as an isolated structure, with properties calculated with ωB97M-V with the def2-TZVPD basis set.

highest occupied orbital energy: -7.27 eV
total charge: -1
ΔE to the lowest compared entry with this formula, charge and spin: 0.0 kcal per mole

Element x y z (Å)
As (5.523, 8.990, 33.000)
F (5.178, 7.781, 34.221)
F (5.407, 7.745, 31.785)
F (5.721, 10.261, 31.819)
F (5.649, 10.220, 34.242)
F (7.229, 8.724, 33.058)
F (3.773, 9.227, 32.896)
O (0.931, 6.269, 32.375)
S (0.639, 6.531, 33.763)
O (-0.707, 6.417, 34.253)
O (1.600, 5.613, 34.705)
C (2.870, 5.282, 34.117)
C (3.618, 4.470, 35.146)
C (1.366, 8.132, 34.212)
H (3.461, 6.160, 33.836)
H (2.794, 4.714, 33.188)
H (3.768, 4.995, 36.088)
H (4.562, 4.100, 34.748)
H (3.009, 3.593, 35.391)
H (2.398, 8.140, 33.879)
H (1.282, 8.121, 35.296)
H (0.737, 8.866, 33.712)
O (-1.377, 8.899, 29.418)
S (-0.187, 9.437, 29.997)
O (-0.052, 9.611, 31.416)
O (1.049, 8.559, 29.396)
C (2.299, 8.716, 30.082)
C (3.358, 8.973, 29.012)
C (0.233, 10.988, 29.231)
H (2.506, 7.777, 30.599)
H (2.294, 9.484, 30.855)
H (3.146, 9.904, 28.481)
H (3.279, 8.209, 28.234)
H (4.372, 8.950, 29.407)
H (-0.033, 10.879, 28.181)
H (1.312, 11.124, 29.230)
H (-0.247, 11.800, 29.767)
O (7.402, 15.430, 35.116)
S (8.073, 14.185, 34.891)
O (9.455, 14.096, 34.540)
O (7.980, 13.230, 36.210)
C (6.715, 13.173, 36.916)
C (7.029, 13.647, 38.323)
C (7.149, 13.155, 33.772)
H (6.436, 12.115, 36.918)
H (5.973, 13.698, 36.318)
H (6.309, 13.463, 39.116)
H (7.256, 14.717, 38.289)
H (7.978, 13.209, 38.636)
H (7.283, 12.104, 34.013)
H (7.593, 13.269, 32.783)
H (6.097, 13.426, 33.832)
O (3.686, 13.768, 34.687)
S (2.864, 13.035, 35.629)
O (3.432, 12.616, 36.872)
O (1.560, 13.955, 35.905)
C (1.035, 14.711, 34.777)
C (-0.103, 15.534, 35.341)
C (2.086, 11.601, 34.859)
H (0.664, 14.011, 34.024)
H (1.883, 15.270, 34.385)
H (-0.816, 14.862, 35.812)
H (-0.634, 16.052, 34.539)
H (0.292, 16.332, 35.967)
H (1.426, 11.245, 35.651)
H (2.816, 10.853, 34.559)
H (1.469, 11.980, 34.047)
O (9.602, 5.459, 32.519)
S (10.485, 6.269, 31.726)
O (11.795, 5.802, 31.391)
O (9.755, 6.547, 30.322)
C (8.346, 6.791, 30.417)
C (7.764, 7.212, 29.081)
C (10.594, 7.895, 32.442)
H (8.116, 7.569, 31.148)
H (7.841, 5.902, 30.791)
H (7.527, 6.341, 28.465)
H (8.446, 7.825, 28.490)
H (6.820, 7.746, 29.185)
H (11.274, 8.465, 31.815)
H (11.002, 7.838, 33.450)
H (9.567, 8.249, 32.512)
O (10.448, 7.857, 36.390)
S (9.212, 7.431, 36.993)
O (8.978, 6.013, 37.082)
O (9.110, 8.019, 38.493)
C (9.862, 9.194, 38.761)
C (9.282, 10.466, 38.138)
C (7.792, 8.178, 36.198)
H (10.914, 9.112, 38.490)
H (9.829, 9.385, 39.834)
H (9.252, 10.467, 37.048)
H (9.986, 11.274, 38.364)
H (8.309, 10.687, 38.573)
H (7.990, 9.160, 35.781)
H (7.111, 8.310, 37.046)
H (7.282, 7.516, 35.507)
C (3.740, 3.625, 28.460)
S (5.285, 4.247, 29.132)
O (6.083, 3.008, 29.430)
C (4.633, 4.822, 30.723)
H (3.063, 4.424, 28.149)
H (3.190, 2.998, 29.165)
H (3.974, 3.003, 27.597)
H (5.442, 5.126, 31.383)
H (4.064, 4.029, 31.209)
H (3.968, 5.669, 30.544)
C (4.402, 9.641, 37.355)
S (4.812, 9.375, 39.087)
O (6.276, 9.020, 39.137)
C (4.611, 11.046, 39.719)
H (3.538, 10.277, 37.183)
H (4.146, 8.620, 37.066)
H (5.253, 9.979, 36.765)
H (5.215, 11.698, 39.089)
H (4.951, 11.117, 40.749)
H (3.562, 11.335, 39.672)
C (4.584, 12.462, 29.893)
S (3.348, 13.777, 29.919)
O (2.373, 13.591, 28.789)
C (2.634, 13.180, 31.447)
H (5.295, 12.549, 29.072)
H (4.066, 11.521, 29.704)
H (5.102, 12.484, 30.848)
H (3.365, 13.246, 32.256)
H (2.328, 12.128, 31.423)
H (1.747, 13.741, 31.740)

These are the Mulliken partial charges, in e, on atoms 1 to 99:
1 As 2.249
2 F -0.423
3 F -0.486
4 F -0.487
5 F -0.389
6 F -0.316
7 F -0.640
8 O -0.565
9 S 1.203
10 O -0.689
11 O -0.408
12 C 0.732
13 C -1.586
14 C -0.493
15 H -0.182
16 H 0.176
17 H 0.306
18 H 0.376
19 H 0.415
20 H -0.198
21 H 0.467
22 H 0.383
23 O -0.673
24 S 1.138
25 O -0.509
26 O -0.487
27 C 1.409
28 C -1.514
29 C -0.465
30 H -0.255
31 H -0.263
32 H 0.349
33 H 0.412
34 H 0.190
35 H 0.352
36 H -0.158
37 H 0.353
38 O -0.625
39 S 1.242
40 O -0.658
41 O -0.352
42 C 0.563
43 C -1.518
44 C -0.501
45 H -0.291
46 H 0.470
47 H 0.370
48 H 0.407
49 H 0.259
50 H -0.027
51 H 0.548
52 H 0.057
53 O -0.726
54 S 1.470
55 O -0.615
56 O -0.375
57 C 0.098
58 C -1.468
59 C -0.918
60 H 0.144
61 H 0.350
62 H 0.334
63 H 0.415
64 H 0.344
65 H 0.561
66 H -0.055
67 H 0.447
68 O -0.602
69 S 1.270
70 O -0.685
71 O -0.403
72 C 0.640
73 C -1.121
74 C -0.345
75 H -0.344
76 H 0.304
77 H 0.284
78 H 0.400
79 H 0.109
80 H 0.308
81 H 0.309
82 H -0.140
83 O -0.641
84 S 1.279
85 O -0.674
86 O -0.285
87 C -0.756
88 C -0.462
89 C -0.401
90 H 0.366
91 H 0.384
92 H 0.164
93 H 0.525
94 H 0.010
95 H -0.064
96 H -0.133
97 H 0.561
98 C -1.027
99 S 0.636


Max |F| for the records above, in order: 4.43 5.60 4.89 0.78 2.14 eV/A
Electronic energy for the records above, in order: -3220.28989 -406.14357 -1063.26252 -382.20663 -8952.84028 Ha